3 unconnected molecules or ions with the total composition C5H12O, computed with ωB97M-V/def2-TZVPD.

* LUMO level: 0.9 eV
* HOMO energy: -0.3049 Eh
* ΔE to the lowest compared entry with this formula, charge and spin: 4.316 eV
* E_tot: -7422.9956 eV

Geometry as ORCA input:
```
! RIJCOSX wB97M-V def2-TZVPD def2/J DEFGRID3
* xyz 0 1
C 2.73 0.36 0.19
O 1.46 0.72 0.01
C 0.54 -0.23 0.05
C -0.86 0.24 -0.31
C -1.54 1.07 0.79
C -1.71 -0.97 -0.68
H 2.51 -0.90 -0.82
H 2.94 -0.24 1.08
H 3.38 1.23 0.05
H 1.62 -1.23 -0.94
H 0.63 -0.95 0.87
H -0.75 0.89 -1.19
H -0.96 1.96 1.06
H -2.53 1.41 0.46
H -1.69 0.48 1.70
H -1.24 -1.53 -1.50
H -1.81 -1.64 0.18
H -2.71 -0.67 -0.99
*
```

These are the Mulliken partial charges, in e, on atoms 1 to 4:
1 C -0.569
2 O -0.209
3 C -0.696
4 C 0.895



2 unconnected molecules or ions with the total composition C5H12O2, computed with ωB97M-V/def2-TZVPD.

* LUMO level (spin up / spin down): 3.9 / 3.9 eV
* HOMO energy (spin up / spin down): 0.0077 / -0.1219 Eh
* ΔE to the lowest compared entry with this formula, charge and spin: 0.356 eV
* E_tot: -9473.2060 eV

Geometry as ORCA input:
```
! RIJCOSX wB97M-V def2-TZVPD def2/J DEFGRID3
* xyz -1 2
O -1.92 -1.44 0.74
C -0.68 -1.50 0.46
C 0.32 -0.47 1.11
C 0.78 0.64 0.12
C 0.83 0.24 -1.37
C 2.18 1.17 0.49
H -0.19 -2.03 -0.37
H 1.25 -0.93 1.46
H -0.36 -0.12 1.88
H 0.14 1.52 0.24
H -0.17 -0.03 -1.72
H 1.26 1.04 -1.97
H 1.41 -0.68 -1.43
H 2.36 1.67 1.46
H 2.45 2.01 -0.15
H 3.00 0.47 0.32
H -4.37 0.21 -0.13
H -3.83 -1.23 -0.42
O -4.48 -0.54 -0.71
*
```

These are the Mulliken partial charges, in e, on atoms 1 to 4:
1 O -0.693
2 C -0.568
3 C -0.721
4 C 0.890



C5H12O2 in the gas phase, computed with ωB97M-V/def2-TZVPD.

* LUMO level: 0.9 eV
* HOMO energy: -0.3626 Eh
* SMILES: CO[C@@H](C)CCO
* ΔE to the lowest compared entry with this formula, charge and spin: 3.221 eV
* E_tot: -9471.9151 eV

Geometry as ORCA input:
```
! RIJCOSX wB97M-V def2-TZVPD def2/J DEFGRID3
* xyz 0 1
C -1.92 -0.42 1.40
O -0.44 -0.36 0.89
C -0.20 0.45 -0.24
C -0.42 1.92 0.08
C 1.21 0.15 -0.72
C 1.45 -1.32 -1.07
O 1.50 -2.17 0.06
H -2.52 0.49 1.25
H -1.08 -0.76 2.26
H -2.44 -1.25 0.90
H -0.93 0.12 -1.00
H 0.28 2.25 0.86
H -1.44 2.13 0.43
H -0.24 2.53 -0.82
H 1.93 0.45 0.05
H 1.40 0.77 -1.60
H 0.68 -1.65 -1.79
H 2.42 -1.43 -1.57
H 0.75 -1.90 0.62
*
```

These are the Mulliken partial charges, in e, on atoms 1 to 4:
1 C -0.759
2 O -0.377
3 C 0.548
4 C -1.319



2 unconnected molecules or ions with the total composition C5H12O2, computed with ωB97M-V/def2-TZVPD.

* LUMO level: 0.6 eV
* HOMO energy: -0.3768 Eh
* SMILES: CCCCC=O.O
* ΔE to the lowest compared entry with this formula, charge and spin: 1.931 eV
* E_tot: -9473.2051 eV

Geometry as ORCA input:
```
! RIJCOSX wB97M-V def2-TZVPD def2/J DEFGRID3
* xyz 0 1
O 0.72 -0.92 2.05
C 1.37 -0.80 1.00
C 0.54 -0.95 -0.29
C -0.53 0.23 -0.19
C -0.07 1.64 -0.66
C 0.31 1.65 -2.19
H 2.36 -0.45 1.09
H -0.03 -1.94 -0.17
H 1.13 -0.87 -1.20
H -0.90 0.25 0.83
H -1.38 0.02 -0.78
H 0.63 2.04 0.14
H -0.88 2.41 -0.61
H 0.26 0.63 -2.66
H 1.35 1.79 -2.49
H -0.23 2.37 -2.84
H -1.04 -1.88 3.38
H -1.71 -2.76 2.36
O -1.88 -2.45 3.22
*
```

These are the Mulliken partial charges, in e, on atoms 1 to 4:
1 O -0.482
2 C -0.213
3 C -0.200
4 C -1.055



3 unconnected molecules or ions with the total composition C5H12O2, computed with ωB97M-V/def2-TZVPD.

* LUMO level: -0.1 eV
* HOMO energy: -0.2829 Eh
* SMILES: C=CC(=C)C.O.O
* ΔE to the lowest compared entry with this formula, charge and spin: 4.988 eV
* E_tot: -9470.1473 eV

Geometry as ORCA input:
```
! RIJCOSX wB97M-V def2-TZVPD def2/J DEFGRID3
* xyz 0 1
C 1.95 -0.01 -2.80
C 1.27 -0.91 -1.76
C 1.83 -1.66 -0.79
C -1.02 -0.74 -0.67
C -0.05 -0.41 -1.65
H 2.57 -0.71 -3.38
H 2.71 0.63 -2.24
H 1.20 0.54 -3.30
H 2.70 -2.20 -0.98
H 1.42 -1.79 0.22
H -1.80 -0.15 -0.03
H -1.15 -1.79 -0.25
H -0.51 -0.03 -2.64
H -0.68 2.65 5.98
H -0.01 1.69 5.05
O 0.16 2.22 5.86
H -3.72 0.98 1.82
H -3.70 0.62 0.46
O -3.16 1.08 1.08
*
```

These are the Mulliken partial charges, in e, on atoms 1 to 4:
1 C -1.044
2 C 0.932
3 C -0.887
4 C -0.757



2 unconnected molecules or ions with the total composition C5H12O2, computed with ωB97M-V/def2-TZVPD.

* LUMO level: 0.8 eV
* HOMO energy: -0.3360 Eh
* SMILES: C1CCOCC1.O
* ΔE to the lowest compared entry with this formula, charge and spin: 1.453 eV
* E_tot: -9473.6827 eV

Geometry as ORCA input:
```
! RIJCOSX wB97M-V def2-TZVPD def2/J DEFGRID3
* xyz 0 1
O -1.27 0.54 -1.83
C -1.64 -0.14 -0.69
C 0.04 0.71 -2.01
C -1.21 0.54 0.64
C 0.64 1.51 -0.74
C 0.27 0.82 0.53
H -2.74 -0.09 -0.72
H -1.35 -1.21 -0.73
H 0.29 1.21 -2.97
H 0.54 -0.28 -2.00
H -1.64 1.55 0.80
H -1.39 -0.06 1.55
H 1.75 1.46 -0.79
H 0.35 2.57 -0.68
H 0.80 -0.14 0.68
H 0.49 1.46 1.41
O 2.02 -3.15 2.30
H 1.80 -3.25 3.26
H 2.24 -4.05 2.00
*
```

These are the Mulliken partial charges, in e, on atoms 1 to 4:
1 O -0.358
2 C -0.511
3 C -0.483
4 C -0.490



3 unconnected molecules or ions with the total composition C5H12O2, computed with ωB97M-V/def2-TZVPD.

* LUMO level: 0.9 eV
* HOMO energy: -0.3162 Eh
* SMILES: C=C/C=C/C.O.O
* ΔE to the lowest compared entry with this formula, charge and spin: 2.899 eV
* E_tot: -9472.2366 eV

Geometry as ORCA input:
```
! RIJCOSX wB97M-V def2-TZVPD def2/J DEFGRID3
* xyz 0 1
C 0.44 -0.62 1.67
C 0.27 -0.33 0.37
C 1.31 0.44 -0.29
C 2.02 -0.04 -1.33
C 3.40 0.33 -1.72
H 0.06 -1.53 2.13
H 1.21 -0.29 2.37
H -0.36 -0.99 -0.22
H 1.66 1.37 0.16
H 1.47 -0.57 -2.11
H 4.16 -0.44 -1.54
H 3.80 1.15 -1.12
H 3.42 0.72 -2.75
H -4.28 0.58 -1.38
H -5.35 0.63 -0.25
O -4.79 0.05 -0.76
H -2.25 0.08 1.77
H -3.12 -0.71 2.69
O -3.06 0.16 2.30
*
```

These are the Mulliken partial charges, in e, on atoms 1 to 4:
1 C -0.789
2 C -0.088
3 C -0.471
4 C -0.018



2 unconnected molecules or ions with the total composition C5H12O2, computed with ωB97M-V/def2-TZVPD.

* LUMO level: 0.6 eV
* HOMO energy: -0.3320 Eh
* SMILES: CC/C=C\O.CO
* ΔE to the lowest compared entry with this formula, charge and spin: 1.685 eV
* E_tot: -9473.4510 eV

Geometry as ORCA input:
```
! RIJCOSX wB97M-V def2-TZVPD def2/J DEFGRID3
* xyz 0 1
C 0.19 -0.25 2.21
C -0.12 -1.39 1.25
C -1.10 -0.98 0.19
O 1.46 1.32 -0.57
C -0.90 -0.90 -1.10
C 0.52 2.12 -1.24
O 0.35 -1.06 -1.67
H 0.71 0.55 1.67
H -0.73 0.16 2.65
H 0.82 -0.61 3.02
H 0.79 -1.77 0.77
H -0.57 -2.22 1.80
H -2.11 -0.77 0.56
H 1.36 0.39 -0.85
H -1.73 -0.74 -1.79
H 0.65 2.15 -2.34
H -0.53 1.85 -1.07
H 0.64 3.14 -0.89
H 0.29 -0.98 -2.62
*
```

These are the Mulliken partial charges, in e, on atoms 1 to 4:
1 C -1.017
2 C -0.367
3 C -0.113
4 O -0.537